(1)
A 6-piece molecular cluster, C23H40Br10N2O2 overall at a distorted geometry. Source: OMol25; level of theory: ωB97M-V with the def2-TZVPD basis set.

The geometry in ORCA input format:
```
! RIJCOSX wB97M-V def2-TZVPD def2/J DEFGRID3
* xyz 0 1
C 3.175 1.615 -1.032
C 3.812 1.838 -2.414
C 3.339 0.795 -3.429
C 1.819 0.672 -3.591
C 1.049 1.994 -3.659
C -0.454 1.782 -3.860
C -1.315 1.502 -2.589
C -0.701 1.979 -1.353
N -0.182 2.359 -0.402
C -2.649 2.311 -2.775
C -2.425 3.753 -2.712
N -2.318 4.894 -2.704
C -1.741 0.010 -2.464
C -0.897 -0.843 -1.532
O -1.627 -1.026 -0.293
C -0.807 -1.417 0.714
O -0.693 -0.804 1.734
H 3.928 1.516 -0.249
H 2.561 0.718 -0.973
H 2.557 2.458 -0.736
H 4.898 1.867 -2.355
H 3.507 2.828 -2.759
H 3.702 -0.172 -3.068
H 3.826 0.968 -4.390
H 1.409 0.004 -2.836
H 1.644 0.198 -4.561
H 1.279 2.664 -2.835
H 1.420 2.498 -4.556
H -0.855 2.623 -4.421
H -0.555 0.910 -4.507
H -2.987 2.110 -3.793
H -3.407 2.018 -2.054
H -1.854 -0.438 -3.446
H -2.737 -0.001 -2.015
H 0.082 -0.418 -1.313
H -0.722 -1.819 -1.992
H -0.289 -2.378 0.580
Br 3.146 -2.543 4.417
C 2.600 -0.804 5.101
C 1.850 -0.016 4.062
Br 3.042 0.718 2.712
H 3.502 -0.304 5.439
H 1.960 -1.015 5.954
H 1.362 0.843 4.516
H 1.113 -0.609 3.532
Br -4.164 -3.948 -1.008
C -4.902 -2.304 -0.276
C -5.917 -1.687 -1.201
Br -5.051 -0.814 -2.712
H -4.059 -1.649 -0.077
H -5.374 -2.587 0.663
H -6.473 -0.904 -0.691
H -6.611 -2.409 -1.613
Br -9.449 -1.759 -1.452
C -10.435 -0.216 -0.793
C -9.582 0.650 0.094
Br -9.328 -0.141 1.853
H -11.312 -0.602 -0.287
H -10.739 0.336 -1.679
H -10.067 1.607 0.270
H -8.592 0.817 -0.318
Br 4.168 -5.129 1.384
C 4.674 -6.473 2.694
C 5.515 -5.887 3.798
Br 7.340 -5.555 3.217
H 5.187 -7.262 2.153
H 3.738 -6.856 3.094
H 5.596 -6.589 4.625
H 5.125 -4.942 4.161
Br 6.086 2.840 2.081
C 6.136 2.864 4.021
C 5.514 4.115 4.580
Br 6.686 5.656 4.394
H 7.175 2.748 4.311
H 5.569 1.989 4.332
H 5.344 4.008 5.649
H 4.581 4.369 4.087
*
```

Properties
SMILES = CCCCCC[C@@](C#N)(CC#N)CCOC=O.BrCCBr.BrCCBr.BrCCBr.BrCCBr.BrCCBr
LUMO level = 0.239 eV
Maximum force = 1.244 eV/Å
Gap between HOMO and LUMO = 10.07 eV



(2)
C4H2N2O in the gas phase at a distorted geometry. Source: OMol25; level of theory: ωB97M-V with the def2-TZVPD basis set.

The geometry in ORCA input format:
```
! RIJCOSX wB97M-V def2-TZVPD def2/J DEFGRID3
* xyz 0 1
N 0.218 0.235 -1.445
C 0.356 0.899 -0.278
O 0.791 2.022 -0.158
C -0.071 0.203 0.979
C -0.322 0.144 2.245
C -0.503 -1.214 1.306
N -0.764 -2.345 1.161
H -0.184 -0.685 -1.530
H 0.480 0.740 -2.280
*
```

Properties
LUMO level = -1.266 eV
Energy above the lowest of the compared OMol25 structures with the same formula, charge and spin = 3.053 eV
Maximum force = 1.287 eV/Å
Gap between HOMO and LUMO = 9.92 eV



(3)
A 6-piece molecular cluster, C25H62NO8S overall at a distorted geometry. Source: OMol25; level of theory: ωB97M-V with the def2-TZVPD basis set.

The geometry in ORCA input format:
```
! RIJCOSX wB97M-V def2-TZVPD def2/J DEFGRID3
* xyz -1 1
N -3.712 2.220 -3.200
C -4.112 1.012 -2.462
C -4.193 1.180 -0.940
C -2.932 1.820 -0.345
C -2.610 1.338 1.078
C -1.134 1.055 1.334
S -0.375 -0.107 0.180
O 0.644 0.661 -0.532
O -1.424 -0.622 -0.699
O 0.193 -1.164 1.016
H -2.704 2.296 -3.206
H -4.055 3.055 -2.739
H -5.075 0.688 -2.857
H -3.368 0.244 -2.671
H -5.076 1.790 -0.712
H -4.354 0.201 -0.488
H -2.099 1.643 -1.017
H -3.089 2.902 -0.316
H -2.908 2.125 1.778
H -3.214 0.475 1.351
H -0.998 0.614 2.320
H -0.556 1.977 1.305
C -3.273 -3.207 -1.760
C -4.272 -3.114 -2.900
O -3.883 -2.225 -3.932
C -2.636 -2.504 -4.537
C -2.564 -3.856 -5.226
H -2.998 -2.215 -1.396
H -3.698 -3.782 -0.936
H -2.351 -3.704 -2.067
H -5.221 -2.717 -2.536
H -4.483 -4.112 -3.309
H -1.828 -2.404 -3.803
H -2.491 -1.714 -5.275
H -2.596 -4.682 -4.513
H -1.628 -3.934 -5.781
H -3.396 -3.982 -5.921
C -1.742 1.256 5.731
C -3.028 2.016 5.446
O -3.845 1.408 4.467
C -4.315 0.109 4.767
C -5.205 0.046 5.998
H -1.212 1.046 4.802
H -1.094 1.847 6.379
H -1.932 0.305 6.231
H -2.787 3.000 5.042
H -3.591 2.181 6.374
H -3.478 -0.591 4.862
H -4.882 -0.195 3.888
H -4.648 0.244 6.916
H -5.648 -0.946 6.088
H -6.007 0.783 5.926
C 3.733 0.268 0.414
C 4.390 1.029 1.547
O 5.815 0.958 1.569
C 6.460 1.479 0.428
C 6.200 2.959 0.192
H 4.096 -0.761 0.384
H 2.651 0.258 0.537
H 3.939 0.725 -0.557
H 4.073 0.604 2.501
H 4.065 2.076 1.544
H 6.190 0.902 -0.464
H 7.526 1.319 0.601
H 5.164 3.148 -0.091
H 6.837 3.327 -0.615
H 6.413 3.531 1.097
C 4.489 2.740 6.228
C 5.174 1.665 7.056
O 4.369 0.527 7.299
C 3.951 -0.178 6.140
C 5.094 -0.737 5.312
H 3.519 2.992 6.660
H 5.106 3.639 6.201
H 4.326 2.421 5.198
H 5.415 2.059 8.044
H 6.122 1.374 6.589
H 3.306 0.454 5.519
H 3.329 -0.993 6.510
H 5.676 0.055 4.837
H 4.704 -1.374 4.519
H 5.769 -1.325 5.937
C 0.940 -0.380 -9.229
C -0.019 -0.576 -8.066
O -0.560 -1.881 -7.982
C 0.376 -2.924 -7.784
C 1.171 -2.798 -6.495
H 0.479 -0.709 -10.162
H 1.203 0.674 -9.320
H 1.866 -0.942 -9.095
H -0.881 0.080 -8.186
H 0.461 -0.296 -7.122
H 1.049 -3.011 -8.646
H -0.219 -3.838 -7.756
H 1.860 -1.953 -6.523
H 1.760 -3.699 -6.323
H 0.499 -2.649 -5.648
*
```

Properties
LUMO level = 2.539 eV
Maximum force = 1.222 eV/Å
Gap between HOMO and LUMO = 7.84 eV



> Which of these has the highest maximum force?

C4H2N2O